Entry 1:
DFT (ωB97M-V with the def2-TZVPD basis set) results for a structure of composition C26H57BCl20NbO9S at a distorted geometry.

Cartesian coordinates (Å):
C 2.326 -2.407 -4.539
C 1.333 -2.724 -3.412
C 0.014 -1.966 -3.584
C -0.058 -0.749 -2.650
O 0.085 -1.219 -1.331
Nb -0.085 0.190 0.181
C -0.312 1.627 1.939
C 0.941 2.376 2.418
C 1.883 1.539 3.306
C 3.195 2.333 3.381
S 4.545 1.331 4.029
O 4.238 0.885 5.348
O 5.774 2.041 3.917
Cl 4.682 -0.311 2.799
C 2.215 0.403 0.144
O 2.743 -0.009 -1.146
O 3.813 0.869 -1.520
C 0.205 -1.466 1.681
C -0.966 -2.263 2.212
C -0.390 -3.443 3.031
Cl -1.972 -1.357 3.412
O -0.238 1.679 -1.235
C 0.232 2.948 -0.915
C 0.130 3.850 -2.172
C 0.518 3.098 -3.430
O 1.108 4.901 -1.975
B -2.417 0.077 0.185
O -3.101 1.319 0.104
O -3.256 -1.034 0.264
C -3.164 -1.953 -0.800
C -3.678 -1.414 -2.131
H 1.816 -2.176 -5.473
H 2.966 -3.262 -4.735
H 2.954 -1.558 -4.294
H 1.106 -3.785 -3.441
H 1.821 -2.503 -2.471
H 0.005 -1.552 -4.591
H -0.860 -2.590 -3.449
H -1.018 -0.277 -2.847
H 0.774 -0.116 -2.936
H -1.084 2.340 1.650
H -0.714 1.116 2.811
H 1.505 2.885 1.645
H 0.593 3.175 3.085
H 1.430 1.457 4.284
H 2.136 0.579 2.877
H 3.113 3.200 4.015
H 3.483 2.559 2.378
H 2.654 -0.289 0.861
H 2.614 1.398 0.335
H 3.365 1.541 -2.041
H 0.723 -1.052 2.547
H 0.909 -2.176 1.248
H -1.579 -2.738 1.466
H 0.371 -3.050 3.696
H -1.177 -3.890 3.624
H 0.080 -4.146 2.353
H -0.386 3.443 -0.170
H 1.290 2.975 -0.653
H -0.840 4.321 -2.230
H -0.337 2.642 -3.908
H 0.933 3.806 -4.140
H 1.296 2.376 -3.215
H 1.956 4.501 -2.180
H -3.265 1.474 -0.834
H -2.191 -2.423 -0.892
H -3.831 -2.773 -0.538
H -4.760 -1.399 -2.136
H -3.388 -2.136 -2.885
H -3.224 -0.477 -2.428
C 0.809 -4.728 -7.690
Cl 0.817 -4.958 -5.937
Cl 1.613 -3.231 -8.176
H 1.326 -5.561 -8.150
H -0.220 -4.692 -8.028
C 5.308 5.149 1.190
Cl 3.728 4.890 1.939
Cl 5.761 3.778 0.171
H 5.262 6.042 0.579
H 6.047 5.265 1.974
C -6.622 1.592 1.067
Cl -6.665 1.296 -0.671
Cl -8.081 0.987 1.872
H -5.756 1.087 1.479
H -6.549 2.659 1.236
C 1.579 -6.971 -1.895
Cl 1.636 -5.974 -3.355
Cl 0.800 -6.121 -0.556
H 1.017 -7.871 -2.110
H 2.593 -7.222 -1.607
C 0.275 0.550 7.107
Cl 0.273 0.209 5.376
Cl -1.199 -0.044 7.888
H 1.132 0.062 7.558
H 0.339 1.622 7.253
C -4.334 -5.303 -2.045
Cl -2.746 -4.726 -2.549
Cl -4.224 -6.426 -0.684
H -4.933 -4.450 -1.745
H -4.801 -5.813 -2.879
C 0.422 6.109 1.229
Cl 0.410 5.485 2.886
Cl 1.112 7.738 1.149
H 1.016 5.452 0.607
H -0.598 6.146 0.866
C -8.940 3.001 -3.907
Cl -7.878 1.611 -4.160
Cl -8.877 3.584 -2.241
H -8.628 3.801 -4.567
H -9.957 2.706 -4.132
C 5.261 -1.333 7.881
Cl 3.641 -1.822 8.397
Cl 6.477 -2.545 8.309
H 5.259 -1.204 6.805
H 5.514 -0.400 8.367

Cartesian forces (eV/Å) of the 3 atoms listed first:
C -0.1 0.0 0.1
C -0.2 -0.1 -0.9
C 0.6 0.9 0.3

## Properties
**Highest occupied orbital energy**: -4.40 eV
**Multiplicity**: 1
**Charge**: -1
**Kohn-Sham gap**: 6.257 eV

Atomic partial charges in e from the Löwdin method, atoms 1 to 5:
1. C -0.140
2. C -0.284
3. C -0.182
4. C -0.334
5. O -0.364

=====

Entry 2:
DFT (ωB97M-V with the def2-TZVPD basis set) results for a cluster of 11 separate species, C26H57N3O8S4 in total at a distorted geometry.

Cartesian coordinates (Å):
C 5.097 -40.045 -22.273
C 5.604 -41.316 -22.802
N 5.985 -42.302 -23.206
H 4.282 -39.688 -22.906
H 5.975 -39.408 -22.362
H 4.649 -40.135 -21.288
C 1.461 -40.211 -19.698
C 1.413 -38.762 -19.742
N 1.447 -37.615 -19.781
H 0.626 -40.656 -20.244
H 1.418 -40.605 -18.685
H 2.378 -40.556 -20.183
C 2.386 -44.850 -20.130
C 3.030 -43.548 -20.182
N 3.555 -42.544 -20.356
H 2.990 -45.599 -19.628
H 2.337 -45.089 -21.205
H 1.359 -44.815 -19.780
C 5.854 -36.082 -26.015
S 6.241 -37.804 -25.597
O 6.542 -37.922 -24.138
C 4.603 -38.453 -25.922
H 5.192 -35.615 -25.294
H 5.490 -36.054 -27.042
H 6.827 -35.591 -26.071
H 4.384 -38.101 -26.937
H 3.834 -38.041 -25.273
H 4.598 -39.538 -25.964
C 3.235 -45.594 -26.943
S 2.249 -44.137 -26.446
O 1.511 -44.525 -25.201
C 3.628 -43.175 -25.834
H 2.560 -46.414 -27.151
H 3.962 -45.814 -26.165
H 3.759 -45.260 -27.844
H 3.239 -42.170 -25.659
H 4.436 -43.065 -26.561
H 3.960 -43.600 -24.891
C 8.624 -41.195 -20.220
S 7.524 -41.566 -18.815
O 7.903 -42.889 -18.261
C 8.153 -40.282 -17.702
H 8.718 -42.163 -20.706
H 9.550 -40.647 -20.034
H 8.101 -40.527 -20.917
H 7.717 -40.381 -16.710
H 7.837 -39.321 -18.108
H 9.236 -40.365 -17.602
C 9.286 -40.967 -23.912
S 10.659 -39.865 -23.487
O 11.276 -39.575 -24.823
C 9.686 -38.414 -23.037
H 9.605 -42.007 -23.972
H 8.998 -40.718 -24.937
H 8.400 -40.894 -23.282
H 9.134 -38.692 -22.133
H 8.882 -38.282 -23.760
H 10.301 -37.536 -22.899
C 7.571 -46.553 -26.308
C 7.623 -45.098 -26.727
O 7.849 -44.821 -27.893
C 7.579 -44.014 -25.668
H 7.833 -46.649 -25.241
H 8.272 -47.202 -26.820
H 6.546 -46.934 -26.327
H 7.745 -44.407 -24.671
H 6.684 -43.400 -25.718
H 8.417 -43.367 -25.940
C 4.499 -36.819 -19.993
C 4.972 -37.730 -18.872
O 5.093 -38.933 -19.086
C 5.238 -37.115 -17.519
H 5.237 -36.246 -20.550
H 3.770 -36.105 -19.593
H 3.931 -37.466 -20.657
H 5.030 -37.817 -16.712
H 4.637 -36.223 -17.376
H 6.316 -36.922 -17.489
C 6.531 -45.566 -21.605
C 5.466 -46.627 -21.760
O 4.996 -47.221 -20.827
C 5.178 -47.064 -23.186
H 6.111 -44.603 -21.932
H 7.340 -45.839 -22.275
H 6.807 -45.350 -20.576
H 4.417 -46.405 -23.609
H 4.828 -48.091 -23.217
H 6.126 -47.031 -23.725
C -0.346 -38.142 -23.070
C 1.112 -37.875 -23.400
O 1.743 -38.743 -23.957
C 1.709 -36.525 -23.148
H -0.644 -37.798 -22.076
H -0.426 -39.226 -23.105
H -0.993 -37.606 -23.764
H 2.748 -36.569 -23.509
H 1.825 -36.278 -22.092
H 1.277 -35.701 -23.717

Cartesian forces (eV/Å) of the 3 atoms listed first:
C 0.1 -0.5 -0.7
C -1.6 1.9 1.3
N 0.9 -2.1 -1.0

## Properties
**Highest occupied orbital energy**: -8.62 eV
**Multiplicity**: 1
**Charge**: 0
**Relative energy (zero: lowest compared OMol25 entry of this formula, charge and spin)**: 0.0 kcal per mole
**Kohn-Sham gap**: 8.937 eV

Atomic partial charges in e from the Löwdin method, atoms 1 to 5:
1. C -0.051
2. C -0.267
3. N 0.166
4. H 0.073
5. H 0.058

=====

Entry 3:
DFT (ωB97M-V with the def2-TZVPD basis set) results for a cluster of 3 separate species, C26H57NO10P2S2 in total at a distorted geometry.

Cartesian coordinates (Å):
C 2.350 2.146 3.458
C 1.506 1.110 2.691
C 0.102 1.615 2.374
C -0.797 0.560 1.737
N -0.487 0.308 0.300
C -0.502 -1.166 0.057
C 0.856 -1.791 0.391
C 0.785 -3.096 1.210
C -0.405 -4.027 0.902
C -1.593 -3.928 1.853
O -1.151 -3.824 3.228
C -1.454 -2.665 3.807
O -0.755 -2.147 4.614
C -1.484 0.933 -0.492
S -2.981 0.327 -0.708
S -1.086 2.449 -1.238
C 0.637 2.238 -1.720
C 0.827 1.237 -2.880
C 1.874 1.764 -3.861
H 1.707 2.893 3.923
H 2.917 1.650 4.245
H 3.043 2.627 2.772
H 1.413 0.186 3.266
H 2.019 0.882 1.754
H -0.360 1.888 3.329
H 0.149 2.516 1.757
H -1.825 0.915 1.848
H -0.715 -0.352 2.331
H -1.330 -1.618 0.598
H -0.684 -1.293 -1.009
H 1.435 -1.956 -0.518
H 1.412 -1.054 0.970
H 0.870 -2.900 2.278
H 1.683 -3.665 0.958
H -0.034 -5.049 1.008
H -0.773 -3.946 -0.122
H -2.262 -3.095 1.629
H -2.198 -4.831 1.787
H -2.419 -2.208 3.542
H 0.992 3.202 -2.083
H 1.260 1.979 -0.866
H 1.245 0.333 -2.429
H -0.118 1.027 -3.376
H 1.549 2.747 -4.217
H 2.841 1.911 -3.379
H 1.975 1.130 -4.740
O -4.249 -4.517 -0.147
P -5.576 -4.267 -0.739
O -6.574 -3.713 0.389
C -6.313 -2.421 0.955
C -6.658 -1.279 0.017
O -6.209 -5.752 -0.941
C -5.401 -6.923 -0.832
C -5.484 -7.523 0.557
O -6.317 -3.658 -2.021
C -5.671 -3.708 -3.318
C -5.608 -5.109 -3.895
H -5.263 -2.367 1.257
H -6.923 -2.356 1.855
H -5.989 -1.264 -0.845
H -6.557 -0.328 0.541
H -7.677 -1.368 -0.360
H -4.367 -6.708 -1.103
H -5.782 -7.636 -1.566
H -5.328 -6.766 1.325
H -4.737 -8.309 0.682
H -6.471 -7.956 0.727
H -4.672 -3.272 -3.246
H -6.263 -3.066 -3.966
H -4.866 -5.719 -3.378
H -5.325 -5.066 -4.947
H -6.570 -5.610 -3.802
O 4.659 3.456 -0.587
P 5.349 4.623 -0.010
O 5.007 4.736 1.553
C 5.481 3.729 2.458
C 6.969 3.845 2.731
O 4.499 5.900 -0.556
C 3.549 5.756 -1.610
C 2.146 5.568 -1.071
O 6.739 5.420 0.004
C 7.578 5.422 -1.178
C 7.002 6.245 -2.313
H 5.232 2.738 2.068
H 4.924 3.871 3.383
H 7.554 3.611 1.840
H 7.262 3.154 3.521
H 7.226 4.860 3.032
H 3.825 4.931 -2.268
H 3.597 6.669 -2.207
H 2.111 4.801 -0.296
H 1.466 5.285 -1.875
H 1.779 6.491 -0.619
H 7.763 4.394 -1.498
H 8.531 5.843 -0.861
H 6.156 5.740 -2.780
H 7.759 6.400 -3.082
H 6.652 7.211 -1.953

Cartesian forces (eV/Å) of the 3 atoms listed first:
C -0.2 -0.5 -0.1
C 0.0 0.3 -0.1
C 0.2 -0.3 0.3

## Properties
**Highest occupied orbital energy**: -8.43 eV
**SMILES**: CCCCN(CCCCCOC=O)C(=S)SCCC.CCOP(=O)(OCC)OCC.CCOP(=O)(OCC)OCC
**Multiplicity**: 1
**Charge**: 0
**Kohn-Sham gap**: 8.335 eV

Atomic partial charges in e from the Löwdin method, atoms 1 to 5:
1. C -0.090
2. C -0.254
3. C -0.195
4. C -0.184
5. N -0.180

=====

Entry 4:
DFT (ωB97M-V with the def2-TZVPD basis set) results for a structure of composition C26H58BrCl12NbOP at a distorted geometry.

Cartesian coordinates (Å):
C -4.786 -2.096 -0.344
C -4.371 -1.878 1.230
C -3.541 -0.450 1.494
C -4.506 0.831 1.157
C -4.144 2.200 2.027
C -2.567 2.695 1.810
C -1.670 2.604 3.183
C -0.057 2.970 2.938
C 0.793 1.568 2.601
C 2.231 2.029 2.006
C 2.752 1.315 0.646
C 2.048 -0.090 0.219
C 1.130 0.172 -1.152
C -0.219 1.061 -0.874
Nb -1.630 1.280 -2.646
P -3.420 1.599 -4.453
O -4.975 1.572 -3.596
Br -3.347 3.716 -5.337
H -4.300 -1.305 -1.079
H -5.958 -2.029 -0.521
H -4.466 -3.177 -0.713
H -3.736 -2.814 1.551
H -5.376 -1.906 1.870
H -3.155 -0.494 2.598
H -2.599 -0.503 0.780
H -4.413 1.030 -0.011
H -5.629 0.470 1.335
H -4.424 2.090 3.179
H -4.893 3.028 1.615
H -2.156 2.010 0.926
H -2.644 3.787 1.356
H -1.731 1.527 3.660
H -2.118 3.365 3.972
H -0.043 3.571 1.908
H 0.398 3.579 3.826
H 0.969 1.014 3.617
H 0.097 0.956 1.893
H 3.056 1.930 2.860
H 2.171 3.200 1.785
H 2.729 2.117 -0.236
H 3.913 1.081 0.799
H 2.917 -0.822 -0.146
H 1.469 -0.656 1.062
H 0.843 -0.825 -1.698
H 1.815 0.830 -1.875
H 0.118 2.119 -0.445
H -0.825 0.482 -0.025
H -2.891 0.329 -1.696
H -1.034 -0.258 -3.404
H -0.461 2.312 -3.565
H -2.277 2.821 -1.866
H -4.820 1.901 -2.641
Cl 6.289 -0.068 -0.757
C 7.311 0.173 0.682
C 6.815 -0.622 1.880
Cl 5.266 -0.004 2.503
H 7.346 1.246 0.898
H 8.320 -0.152 0.411
H 7.537 -0.550 2.698
H 6.684 -1.680 1.633
Cl -4.056 4.843 5.240
C -5.306 4.360 6.414
C -5.244 2.877 6.742
Cl -5.720 1.861 5.359
H -6.282 4.642 6.005
H -5.134 4.949 7.319
H -5.936 2.648 7.557
H -4.239 2.576 7.054
Cl -5.001 1.658 -6.875
C -4.702 1.096 -8.539
C -4.949 -0.397 -8.695
Cl -3.741 -1.374 -7.825
H -3.676 1.364 -8.809
H -5.382 1.656 -9.188
H -4.883 -0.675 -9.750
H -5.942 -0.680 -8.330
Cl -1.095 1.463 -7.759
C 0.279 0.975 -8.783
C 0.582 -0.511 -8.671
Cl 1.229 -0.946 -7.070
H 1.144 1.585 -8.503
H 0.008 1.223 -9.814
H 1.340 -0.792 -9.407
H -0.311 -1.118 -8.853
Cl 7.843 -1.674 5.537
C 7.332 -3.381 5.545
C 8.180 -4.239 4.620
Cl 7.909 -3.851 2.904
H 6.273 -3.419 5.271
H 7.429 -3.735 6.576
H 7.922 -5.294 4.752
H 9.248 -4.122 4.831
Cl 4.665 -5.394 3.329
C 4.964 -5.956 1.665
C 4.717 -7.449 1.509
Cl 5.925 -8.426 2.378
H 5.990 -5.688 1.395
H 4.284 -5.396 1.016
H 4.783 -7.727 0.454
H 3.724 -7.732 1.874

Cartesian forces (eV/Å) of the 3 atoms listed first:
C -0.4 -0.2 -0.7
C -0.4 0.1 -0.2
C -0.3 -1.3 -0.4

## Properties
**Highest occupied orbital energy**: -4.09 eV
**Multiplicity**: 1
**Charge**: -1
**Kohn-Sham gap**: 5.764 eV

Atomic partial charges in e from the Löwdin method, atoms 1 to 5:
1. C -0.163
2. C -0.271
3. C -0.223
4. C -0.216
5. C -0.214